# 1
Here is C3H5N2 as an isolated structure at a distorted geometry from OMol25. Energies are from the ωB97M-V functional and the def2-TZVPD basis.

Last column: natural (NBO) charge in e.
Atoms and positions in Å:
1 N 1.2822 0.6319 0.0579  -0.617
2 N -0.1275 -1.3524 0.0211  -0.248
3 C 0.0139 0.9256 -0.1089  0.104
4 C 1.6407 -0.6710 0.0143  0.383
5 C -0.8922 -0.2083 -0.0481  -0.384
6 H 1.8511 1.5021 -0.0160  0.495
7 H -1.2960 -0.0773 1.0017  0.292
8 H -0.4050 -2.4114 -0.0783  0.460
9 H -1.7006 -0.2184 -0.8269  0.284
10 H -0.3666 1.8790 -0.0168  0.231

Molecular weight = 69.09 Da
Spin multiplicity = 3
Relative energy (zero: lowest compared OMol25 entry of this formula, charge and spin) = 54.10 kcal per mole
Lowest unoccupied orbital energy (alpha / beta) = -4.2 / -7.7 eV
Charge = +1
Highest occupied orbital energy (alpha / beta) = -13.3 / -15.3 eV
Expectation value of S² = 2.024

# 2
Here is an isolated ion of composition C3H5N2O and charge +1 at a distorted geometry from OMol25. Energies are from the ωB97M-V functional and the def2-TZVPD basis.

Last column: natural (NBO) charge in e.
Atoms and positions in Å:
1 O 2.6561 -0.6782 0.0065  -0.022
2 N -0.2392 1.2509 0.0193  -0.258
3 N 1.6869 -0.0861 0.2143  0.194
4 C -1.2359 0.2760 -0.1068  -0.405
5 C -0.7828 -1.1433 -0.0949  0.019
6 C 0.9709 1.0205 -0.1196  0.138
7 H -1.4598 -1.8297 0.1985  0.198
8 H -1.9438 0.5471 -0.9774  0.339
9 H 1.7741 1.8147 -0.0721  0.238
10 H -1.7549 0.3361 0.8248  0.333
11 H 0.3284 -1.5079 0.1074  0.226

Molecular weight = 85.09 Da
Spin multiplicity = 3
Relative energy (zero: lowest compared OMol25 entry of this formula, charge and spin) = 74.11 kcal per mole
Lowest unoccupied orbital energy (alpha / beta) = -8.4 / -7.2 eV
Charge = +1
Highest occupied orbital energy (alpha / beta) = -13.8 / -16.0 eV
Expectation value of S² = 2.044

# 3
Here is C3H5N2O2 as an isolated structure at a distorted geometry from OMol25. Energies are from the ωB97M-V functional and the def2-TZVPD basis.

Last column: natural (NBO) charge in e.
Atoms and positions in Å:
1 O -2.8485 0.4474 0.0449  -0.302
2 O -2.1211 -0.6166 -0.1761  0.028
3 N -0.4133 -0.2478 -0.0391  -0.111
4 N 1.4578 0.7518 -0.1371  -0.450
5 C 1.7145 -0.5859 -0.0785  -0.036
6 C 0.1372 0.9456 -0.1253  0.194
7 C 0.5072 -1.2257 -0.0234  -0.074
8 H -3.1833 0.4295 0.9714  0.488
9 H 0.2626 -2.2673 0.0169  0.273
10 H -0.3767 1.8863 -0.1764  0.263
11 H 2.1597 1.4815 -0.1986  0.462
12 H 2.7038 -0.9987 -0.0788  0.264

Molecular weight = 101.08 Da
Relative energy (zero: lowest compared OMol25 entry of this formula, charge and spin) = 104.37 kcal per mole
Lowest unoccupied orbital energy = -5.7 eV
Charge = +1
Highest occupied orbital energy = -14.7 eV

# 4
Here is an isolated ion of composition C3H5N2O2 and charge +1 at a distorted geometry from OMol25. Energies are from the ωB97M-V functional and the def2-TZVPD basis.

Last column: natural (NBO) charge in e.
Atoms and positions in Å:
1 O 2.0044 -1.0680 0.9349  -0.351
2 O -0.4605 -1.5385 -0.2992  -0.501
3 N -1.2126 -0.8843 0.5253  -0.052
4 N -0.3512 1.0310 -0.3871  -0.443
5 C 1.5631 -0.4169 0.0523  0.368
6 C -1.2856 0.3752 0.4409  0.132
7 C 0.9933 0.8325 -0.3406  0.172
8 H -1.9882 0.9244 1.1593  0.264
9 H -0.6828 1.6701 -1.0038  0.438
10 H -1.7616 -1.6188 1.0487  0.465
11 H 1.5557 1.4540 -1.0257  0.272
12 H 1.6262 -0.7608 -1.1051  0.236

Molecular weight = 101.08 Da
Relative energy (zero: lowest compared OMol25 entry of this formula, charge and spin) = 111.89 kcal per mole
SMILES = O=C/C=[NH+]\C=[NH+]/[O-]
Lowest unoccupied orbital energy (alpha / beta) = -6.3 / -6.3 eV
Charge = +1
Highest occupied orbital energy (alpha / beta) = -14.5 / -14.5 eV

# 5
Here is an isolated ion of composition C3H5N2O2S and charge +1 at a distorted geometry from OMol25. Energies are from the ωB97M-V functional and the def2-TZVPD basis.

Last column: natural (NBO) charge in e.
Atoms and positions in Å:
1 S -2.0760 -0.1159 -0.1572  2.076
2 O -2.5770 1.1760 -0.3140  -0.813
3 O -2.9638 -1.2234 -0.0734  -0.768
4 N 0.0908 1.1250 0.5322  -0.534
5 N 1.3643 -0.2003 -0.6139  -0.492
6 C 0.4868 -1.0703 0.1339  -0.300
7 C -0.5987 -0.1383 0.6858  -0.281
8 C 1.1935 1.0238 -0.2058  0.388
9 H -0.2161 1.8714 1.1680  0.473
10 H 0.1419 -1.9823 -0.5081  0.273
11 H 2.1970 -0.5549 -1.0542  0.456
12 H 0.9892 -1.6185 0.9457  0.253
13 H 1.9682 1.7076 -0.5390  0.271

Molecular weight = 133.15 Da
Relative energy (zero: lowest compared OMol25 entry of this formula, charge and spin) = 24.15 kcal per mole
SMILES = O=S(=O)=C1CNC=[NH+]1
Lowest unoccupied orbital energy (alpha / beta) = -5.7 / -5.7 eV
Charge = +1
Highest occupied orbital energy (alpha / beta) = -14.2 / -14.2 eV

# 6
Here is an isolated ion of composition C3H5N2O2S and charge +1 at a distorted geometry from OMol25. Energies are from the ωB97M-V functional and the def2-TZVPD basis.

Last column: natural (NBO) charge in e.
Atoms and positions in Å:
1 S -0.8687 1.2423 -0.6242  0.336
2 O -0.9661 -0.5720 1.2682  -0.544
3 O -2.3832 -0.9106 -0.4647  -0.596
4 N 1.6545 1.0878 0.3489  -0.341
5 N 1.1460 -1.0300 -0.4442  -0.664
6 C 1.9566 -0.1016 -0.3471  0.257
7 C 0.5848 1.7255 0.3249  -0.017
8 C -1.4843 -0.1877 0.1363  0.664
9 H -2.8560 -0.5402 -1.1366  0.534
10 H 2.9721 -0.1399 -0.6877  0.194
11 H 1.3491 -1.8958 -0.9387  0.391
12 H -1.5841 -1.3133 1.5039  0.528
13 H 0.4793 2.6355 1.0609  0.258

Molecular weight = 133.15 Da
Relative energy (zero: lowest compared OMol25 entry of this formula, charge and spin) = 3.10 kcal per mole
Lowest unoccupied orbital energy = -4.8 eV
Charge = +1
Highest occupied orbital energy = -14.2 eV

# 7
Here is an isolated ion of composition C3H5N2O3 and charge +1 at a distorted geometry from OMol25. Energies are from the ωB97M-V functional and the def2-TZVPD basis.

Last column: natural (NBO) charge in e.
Atoms and positions in Å:
1 O 0.9100 2.2203 -2.3019  -0.186
2 O -1.5483 0.6093 0.0513  -0.312
3 O 0.6049 0.2184 -3.1368  -0.263
4 N 0.6853 1.0856 -2.2609  0.488
5 N 0.8889 -0.1740 0.0306  -0.512
6 C 0.4113 0.4249 -0.9383  0.659
7 C -1.2772 -0.4353 0.8702  -0.155
8 C 0.1529 -0.5191 1.3011  -0.262
9 H 1.9403 -0.3322 0.2523  0.489
10 H -1.4855 -1.5043 0.4863  0.190
11 H -1.9668 -0.3254 1.8423  0.302
12 H 0.2744 0.3540 2.0139  0.265
13 H 0.4097 -1.6223 1.7900  0.296

Molecular weight = 117.08 Da
Relative energy (zero: lowest compared OMol25 entry of this formula, charge and spin) = 198.40 kcal per mole
Lowest unoccupied orbital energy (alpha / beta) = -7.6 / -7.1 eV
Charge = +1
Highest occupied orbital energy (alpha / beta) = -15.8 / -15.4 eV

# 8
Here is a 2-piece molecular cluster, C3H5N2O3S overall at a distorted geometry from OMol25. Energies are from the ωB97M-V functional and the def2-TZVPD basis.

Last column: natural (NBO) charge in e.
Atoms and positions in Å:
1 S -1.8868 0.8549 -0.2026  -0.159
2 O -0.8322 -1.8640 0.4052  -0.761
3 O 1.1157 -1.0770 1.3034  -0.747
4 O 1.5903 -1.1041 -3.9499  -0.487
5 N 1.0258 -0.1202 -1.9887  -0.121
6 N 1.6298 -0.3325 -3.0009  0.217
7 C 0.7868 0.4434 -0.8749  -0.015
8 C -0.2374 1.5189 -0.7861  -0.525
9 C 0.2594 -1.9295 1.0450  0.665
10 H -1.3578 -0.2538 0.2012  0.197
11 H 0.1013 2.2188 -0.1447  0.203
12 H 1.2341 -0.0753 0.1235  0.306
13 H -0.5787 1.8815 -1.8685  0.212
14 H 0.3314 -3.0237 1.4842  0.013

Molecular weight = 149.15 Da
Relative energy (zero: lowest compared OMol25 entry of this formula, charge and spin) = 71.81 kcal per mole
Lowest unoccupied orbital energy = 3.4 eV
Charge = -1
Highest occupied orbital energy = -4.4 eV

# 9
Here is a 2-piece molecular cluster, C3H5N2O4 overall at a distorted geometry from OMol25. Energies are from the ωB97M-V functional and the def2-TZVPD basis.

Last column: natural (NBO) charge in e.
Atoms and positions in Å:
1 O 2.0069 0.0895 -0.9227  -0.690
2 O -0.9903 -2.1447 1.0404  -0.731
3 O 1.4251 1.8914 0.1564  -0.663
4 O 0.7191 -2.1284 -0.4366  -0.734
5 N -1.3147 0.7489 -1.2211  -1.028
6 N -0.6297 0.4683 1.5161  -0.756
7 C -0.0559 -1.6482 0.3797  0.759
8 C -0.0036 -0.0363 0.4548  0.176
9 C 1.1281 0.7129 -0.1468  0.714
10 H -1.2893 0.0824 -1.9918  0.320
11 H -0.7664 1.4755 1.6369  0.397
12 H 1.7775 -0.9087 -0.7667  0.511
13 H -1.3551 -0.1234 1.7860  0.409
14 H -0.6517 1.5208 -1.4847  0.317

Molecular weight = 133.08 Da
Relative energy (zero: lowest compared OMol25 entry of this formula, charge and spin) = 19.15 kcal per mole
Lowest unoccupied orbital energy (alpha / beta) = 3.8 / 3.8 eV
Charge = -1
Highest occupied orbital energy (alpha / beta) = -4.5 / -4.5 eV

# 10
Here is an isolated ion of composition C3H5N2OS and charge +1 at a distorted geometry from OMol25. Energies are from the ωB97M-V functional and the def2-TZVPD basis.

Last column: natural (NBO) charge in e.
Atoms and positions in Å:
1 S -1.6912 1.4503 -1.1321  0.254
2 O 0.8276 1.3571 0.8686  -0.523
3 N 1.6125 -0.8140 0.7037  -0.430
4 N -0.3172 -0.6877 -0.6341  -0.600
5 C 1.7394 0.5478 0.8024  0.539
6 C -0.9893 0.3505 -0.0800  0.088
7 C 0.6990 -1.3718 0.0972  0.348
8 H 0.4819 -2.5135 -0.0882  0.233
9 H 2.8123 0.7330 0.8465  0.180
10 H -1.0859 0.4651 0.9380  0.263
11 H -0.0698 -0.5442 -1.7143  0.452
12 H -1.9619 2.5032 -0.3666  0.195

Molecular weight = 117.15 Da
Relative energy (zero: lowest compared OMol25 entry of this formula, charge and spin) = 40.02 kcal per mole
Lowest unoccupied orbital energy = -5.3 eV
Charge = +1
Highest occupied orbital energy = -15.2 eV

# 11
Here is one molecule with the formula C3H5N2PS at a distorted geometry from OMol25. Energies are from the ωB97M-V functional and the def2-TZVPD basis.

Last column: natural (NBO) charge in e.
Atoms and positions in Å:
1 S -3.1079 0.9029 0.4974  0.633
2 P -0.3531 1.2556 1.7084  0.348
3 N -3.3973 -0.0224 -0.8646  -0.344
4 N -2.3721 -0.6289 -1.2599  -0.182
5 C -1.5131 0.3977 0.5770  -0.565
6 C 0.0334 -1.0566 -0.8361  -0.632
7 C -1.2336 -0.3846 -0.5450  0.088
8 H 0.4805 -1.4121 -0.0505  0.215
9 H -0.6277 0.5556 2.8572  -0.014
10 H 0.7036 0.5417 1.0992  -0.011
11 H 0.6317 -0.3978 -1.4007  0.225
12 H -0.2604 -1.9679 -1.4847  0.239

Molecular weight = 132.13 Da
Relative energy (zero: lowest compared OMol25 entry of this formula, charge and spin) = 26.46 kcal per mole
SMILES = Cc1nnsc1P
Lowest unoccupied orbital energy = 0.4 eV
Charge = 0
Highest occupied orbital energy = -9.3 eV

# 12
Here is C3H5N2S as an isolated structure at a distorted geometry from OMol25. Energies are from the ωB97M-V functional and the def2-TZVPD basis.

Last column: natural (NBO) charge in e.
Atoms and positions in Å:
1 S -2.9455 0.4254 2.3411  -0.570
2 N -0.8103 0.4881 0.4605  -0.298
3 N 0.4173 -0.2959 0.4086  -0.309
4 C -1.3680 -0.4496 -0.3540  -0.125
5 C -0.1866 -1.0173 -0.6115  -0.211
6 C 1.4771 0.5472 -0.0068  -0.413
7 H -2.4687 -0.6396 -0.3728  0.219
8 H 2.2592 -0.1329 -0.4867  0.170
9 H 1.1564 1.3586 -0.7361  0.173
10 H 0.4477 -1.3537 -1.4067  0.176
11 H 2.0212 1.0696 0.7644  0.187

Molecular weight = 101.15 Da
Relative energy (zero: lowest compared OMol25 entry of this formula, charge and spin) = 88.01 kcal per mole
Lowest unoccupied orbital energy (alpha / beta) = 2.8 / 2.8 eV
Charge = -1
Highest occupied orbital energy (alpha / beta) = -2.9 / -2.8 eV